Entry 1:
Computed, not measured: the molecule C4H5NO, with the ωB97M-V functional and the def2-TZVPD basis.

Properties
LUMO energy: 0.7 eV
highest occupied orbital energy: -7.99 eV
calculated total energy: -285.2539 a.u.
ΔE to the lowest compared entry with this formula, charge and spin: 100.8 kcal per mole
orbital gap: 8.70 eV

The geometry in XYZ format:
```
11
C4H5NO, DFT the ωB97M-V functional and the def2-TZVPD basis
O 2.17226 0.89444 -0.09828
C 1.02761 0.54019 -0.10117
C 0.21703 -0.43466 -0.99389
N -0.92572 -0.16825 -0.07773
C -0.61905 -0.45551 1.38881
C -0.18070 0.82259 0.75440
H 0.12938 -0.03524 -2.01271
H 0.46667 -1.49621 -1.01705
H 0.17173 -1.21424 1.36989
H -1.91506 -0.26440 -0.23877
H -0.54415 1.81129 1.02649
```

---

Entry 2:
Computed, not measured: a cluster of 2 separate species, C4H5NO in total at a distorted geometry, with the ωB97M-V functional and the def2-TZVPD basis.

Properties
LUMO energy: 0.0 eV
highest occupied orbital energy: -8.85 eV
calculated total energy: -285.2541 a.u.
ΔE to the lowest compared entry with this formula, charge and spin: 100.7 kcal per mole
orbital gap: 8.82 eV

The geometry in XYZ format:
```
11
C4H5NO, DFT the ωB97M-V functional and the def2-TZVPD basis
C -1.72185 -0.20448 -0.00376
C -0.40212 0.19772 0.50775
C 0.52833 1.13150 0.24475
O 1.70465 1.34670 -0.01375
C 2.07109 -1.16733 -0.31664
N 1.01953 -1.61171 -0.12987
H -1.64175 -1.28832 -0.14739
H -2.02325 0.24617 -0.95624
H -2.50176 -0.05824 0.75110
H -0.18956 1.95732 0.60488
H 3.05191 -0.77858 -0.49634
```

---

Entry 3:
Computed, not measured: a cluster of 2 separate species, C4H5NO in total, with the ωB97M-V functional and the def2-TZVPD basis.

Properties
LUMO energy: 0.3 eV
highest occupied orbital energy: -10.25 eV
SMILES string: C#CC=O.C=N
calculated total energy: -285.2867 a.u.
ΔE to the lowest compared entry with this formula, charge and spin: 80.2 kcal per mole
orbital gap: 10.54 eV

The geometry in XYZ format:
```
11
C4H5NO, DFT the ωB97M-V functional and the def2-TZVPD basis
C 0.41784 -2.10794 -0.68999
C -0.49550 -1.37922 -0.39292
C -1.61766 -0.53099 -0.00039
O -2.44551 -0.12786 -0.78023
H 1.21919 -2.75875 -0.96798
H -1.66013 -0.31132 1.07860
C 1.13852 1.30942 0.05841
N 0.02545 1.62211 0.57659
H 1.15899 0.90379 -0.95472
H 2.11561 1.40454 0.54384
H 0.14319 1.97623 1.52879
```

---

Entry 4:
Computed, not measured: the molecule C4H5NO, with the ωB97M-V functional and the def2-TZVPD basis.

Properties
LUMO energy: -0.3 eV
highest occupied orbital energy: -9.07 eV
SMILES string: CC=C=CN=O
calculated total energy: -285.2499 a.u.
ΔE to the lowest compared entry with this formula, charge and spin: 103.3 kcal per mole
orbital gap: 8.72 eV

The geometry in XYZ format:
```
11
C4H5NO, DFT the ωB97M-V functional and the def2-TZVPD basis
C -1.69061 0.33843 0.20890
C -0.34414 0.51006 -0.41924
C 0.86425 0.68237 0.06439
C 1.99069 0.02360 0.23826
N 1.88731 -1.42948 0.07985
O 0.77415 -1.86269 -0.07201
H -1.66235 0.08993 1.27184
H -2.28899 1.24265 0.06181
H -2.19476 -0.47595 -0.32363
H -0.33795 0.50868 -1.51008
H 3.00241 0.37240 0.39991
```

---

Entry 5:
Computed, not measured: the molecule C4H5NO at a distorted geometry, with the ωB97M-V functional and the def2-TZVPD basis.

Properties
LUMO energy (alpha / beta): -1.9 / -1.9 eV
highest occupied orbital energy (alpha / beta): -9.49 / -9.49 eV
calculated total energy: -285.2616 a.u.
ΔE to the lowest compared entry with this formula, charge and spin: 96.0 kcal per mole
orbital gap (alpha / beta): 7.60 / 7.61 eV

The geometry in XYZ format:
```
11
C4H5NO, DFT the ωB97M-V functional and the def2-TZVPD basis
O 0.76402 1.22617 -0.84753
C 0.63226 0.73648 0.44660
C -0.76796 0.08831 0.75148
C -0.47920 -1.28860 0.36102
C -0.38049 -1.53215 -1.01552
N -0.23491 -1.87374 -2.12716
H 0.83349 0.49878 -1.47097
H 0.74825 1.57462 1.12426
H -0.98842 0.17791 1.81714
H -1.50445 0.62869 0.15142
H 1.41392 0.01201 0.71431
```

---

Entry 6:
Computed, not measured: the molecule C4H5NO at a distorted geometry, with the ωB97M-V functional and the def2-TZVPD basis.

Properties
LUMO energy: 0.6 eV
highest occupied orbital energy: -9.23 eV
SMILES string: O=CC[C@@H]1C=N1
calculated total energy: -285.2609 a.u.
ΔE to the lowest compared entry with this formula, charge and spin: 96.4 kcal per mole
orbital gap: 9.80 eV

The geometry in XYZ format:
```
11
C4H5NO, DFT the ωB97M-V functional and the def2-TZVPD basis
O 0.00601 -1.23545 1.91498
C 0.00542 -0.27755 1.18956
C -0.99343 0.40179 0.22551
C -0.00881 0.47356 -0.91823
C 0.81553 -0.70639 -0.82250
N 1.41330 0.34139 -0.42671
H 0.85448 0.48278 1.15708
H -1.88067 -0.17661 -0.03476
H -1.28680 1.34802 0.70567
H -0.09495 1.08208 -1.81563
H 1.10788 -1.69034 -1.12128
```

---

Entry 7:
Computed, not measured: a structure of composition C4H5NO, with the ωB97M-V functional and the def2-TZVPD basis.

Properties
LUMO energy: 0.9 eV
highest occupied orbital energy: -9.29 eV
calculated total energy: -285.3040 a.u.
ΔE to the lowest compared entry with this formula, charge and spin: 69.4 kcal per mole
orbital gap: 10.16 eV

The geometry in XYZ format:
```
11
C4H5NO, DFT the ωB97M-V functional and the def2-TZVPD basis
C 1.44099 0.12525 -0.25285
C 0.12083 -0.59820 -0.36528
C -1.18734 0.13500 1.24677
O -0.86632 0.36122 2.31729
C -0.91545 -0.09669 -1.11730
N -1.98411 0.42872 -1.15842
H 2.16422 -0.22416 -0.99772
H 1.31700 1.20351 -0.38216
H 1.87398 -0.05332 0.73579
H 0.15673 -1.68355 -0.27591
H -2.03809 0.42928 0.16716
```

---

Entry 8:
Computed, not measured: a cluster of 2 separate species, C4H5NO in total at a distorted geometry, with the ωB97M-V functional and the def2-TZVPD basis.

Properties
LUMO energy: 0.9 eV
highest occupied orbital energy: -11.55 eV
calculated total energy: -285.3671 a.u.
ΔE to the lowest compared entry with this formula, charge and spin: 29.8 kcal per mole
orbital gap: 12.47 eV

The geometry in XYZ format:
```
11
C4H5NO, DFT the ωB97M-V functional and the def2-TZVPD basis
C -1.24672 0.47001 -0.46729
C -0.03813 -0.33120 -0.76689
C 0.58957 -0.46796 2.23566
O 1.28512 -0.27636 3.11116
C 1.52828 -0.01026 -0.42996
N 2.64464 0.27707 -0.26070
H -1.43360 0.42634 0.60368
H -2.14506 0.08618 -0.96743
H -1.19706 1.51676 -0.76587
H 0.11115 -0.32072 -1.84564
H -0.09818 -1.36988 -0.44672
```

---

Entry 9:
Computed, not measured: the molecule C4H5NO, with the ωB97M-V functional and the def2-TZVPD basis.

Properties
LUMO energy: 0.1 eV
highest occupied orbital energy: -8.93 eV
calculated total energy: -285.2368 a.u.
ΔE to the lowest compared entry with this formula, charge and spin: 111.6 kcal per mole
orbital gap: 9.08 eV

The geometry in XYZ format:
```
11
C4H5NO, DFT the ωB97M-V functional and the def2-TZVPD basis
O 1.21620 0.56090 -0.98271
C -0.16373 0.88307 -0.76130
C -0.35422 0.40020 0.72272
C 0.35192 -1.01336 0.51097
C 0.43559 -0.64058 -0.95181
N -0.65692 -0.38178 -1.58691
H -0.55523 1.82996 -1.12489
H -1.40912 0.27166 0.97686
H 0.13105 1.03784 1.47032
H -0.31232 -1.84986 0.71902
H 1.31676 -1.09804 1.00773
```

---

Entry 10:
Computed, not measured: the molecule C4H5NO at a distorted geometry, with the ωB97M-V functional and the def2-TZVPD basis.

Properties
LUMO energy: 0.8 eV
highest occupied orbital energy: -10.69 eV
SMILES string: N#C[C@@H]1C[C@@H]1O
calculated total energy: -285.3643 a.u.
ΔE to the lowest compared entry with this formula, charge and spin: 31.5 kcal per mole
orbital gap: 11.49 eV

The geometry in XYZ format:
```
11
C4H5NO, DFT the ωB97M-V functional and the def2-TZVPD basis
N 2.56873 0.88670 0.39898
C 1.58089 0.28863 0.48523
C 0.31339 -0.37058 0.63902
C -0.39323 -1.01049 -0.53749
C -0.89294 0.28986 -0.01376
O -0.71230 1.39242 -0.83698
H 0.19683 -0.86023 1.60590
H -0.93378 -1.91753 -0.29426
H 0.09639 -0.97499 -1.50674
H -1.81778 0.31393 0.56255
H -0.00620 1.96230 -0.50246
```

---

Entry 11:
Computed, not measured: a structure of composition C4H5NO at a distorted geometry, with the ωB97M-V functional and the def2-TZVPD basis.

Properties
LUMO energy: 0.6 eV
highest occupied orbital energy: -8.69 eV
calculated total energy: -285.2533 a.u.
ΔE to the lowest compared entry with this formula, charge and spin: 101.2 kcal per mole
orbital gap: 9.26 eV

The geometry in XYZ format:
```
11
C4H5NO, DFT the ωB97M-V functional and the def2-TZVPD basis
C -0.02733 0.59266 0.28922
C -2.83052 0.11745 0.12086
C -1.25701 1.05010 0.93602
C 0.53565 -0.68785 -0.14752
N -0.27703 1.80564 0.08209
O -2.68609 -0.32335 -1.01121
H -3.53013 0.08150 0.91203
H -1.29601 1.39032 2.00761
H 0.96538 -1.04737 0.70563
H 1.24874 -0.53520 -0.91764
H -0.29990 -1.25312 -0.51209
```

---

Entry 12:
Computed, not measured: the molecule C4H5NO at a distorted geometry, with the ωB97M-V functional and the def2-TZVPD basis.

Properties
LUMO energy: 0.8 eV
highest occupied orbital energy: -8.36 eV
SMILES string: Oc1ccc[nH]1
calculated total energy: -285.3278 a.u.
ΔE to the lowest compared entry with this formula, charge and spin: 54.5 kcal per mole
orbital gap: 9.16 eV

The geometry in XYZ format:
```
11
C4H5NO, DFT the ωB97M-V functional and the def2-TZVPD basis
O -0.30686 0.18407 -2.28016
C -0.05668 0.07990 -0.94907
C -0.21668 1.00846 0.08379
C 0.09668 0.35018 1.28894
C 0.45487 -0.95278 0.96821
N 0.47068 -1.05279 -0.52913
H -0.62484 1.08966 -2.43890
H -0.54732 2.03776 -0.02218
H 0.07452 0.77754 2.28649
H 0.97389 -1.70599 1.55595
H -0.31826 -1.81600 0.03606
```

---

Repeat the seventh record exactly.
Computed, not measured: a structure of composition C4H5NO, with the ωB97M-V functional and the def2-TZVPD basis.

Properties
LUMO energy: 0.9 eV
highest occupied orbital energy: -9.29 eV
calculated total energy: -285.3040 a.u.
ΔE to the lowest compared entry with this formula, charge and spin: 69.4 kcal per mole
orbital gap: 10.16 eV

The geometry in XYZ format:
```
11
C4H5NO, DFT the ωB97M-V functional and the def2-TZVPD basis
C 1.44099 0.12525 -0.25285
C 0.12083 -0.59820 -0.36528
C -1.18734 0.13500 1.24677
O -0.86632 0.36122 2.31729
C -0.91545 -0.09669 -1.11730
N -1.98411 0.42872 -1.15842
H 2.16422 -0.22416 -0.99772
H 1.31700 1.20351 -0.38216
H 1.87398 -0.05332 0.73579
H 0.15673 -1.68355 -0.27591
H -2.03809 0.42928 0.16716
```